Molecular formula: C14H15BBrF13IN2O6PS2
Method: DFT, wB97M-V/def2-TZVPD

Structure (XYZ):
```
56
Properties=species:S:1:pos:R:3:forces:R:3:mulliken_charge:R:1
C 4.0995 -2.2211 2.1166 1.371 -0.200 0.302 -1.23
C 4.3199 -0.6218 2.1923 0.315 -0.832 0.594 -0.05
C 2.9992 0.2760 2.0357 1.580 -0.252 0.930 -0.89
I 1.4776 -0.7939 3.2617 0.361 0.947 -0.134 0.08
C 2.4484 0.5705 0.5517 -0.993 -1.959 0.145 1.74
C 1.5717 -0.7560 0.1724 -2.294 -2.889 -0.781 -0.42
N 0.9337 -1.7655 -0.0564 3.754 5.726 1.147 -0.62
C 1.5667 1.9194 0.6488 0.530 1.446 0.203 -0.67
C 0.0210 1.7811 1.0023 -1.143 0.219 0.842 -0.90
C -1.0487 2.2385 -0.0963 -0.578 1.608 -0.646 0.97
F -0.4923 2.8579 -1.2802 -0.816 -1.348 2.687 -0.32
F -1.8944 3.2890 0.4669 1.728 -2.393 -1.186 -0.35
C -2.0013 1.0601 -0.6621 1.759 -0.023 -2.388 0.45
F -2.7106 1.6072 -1.7695 1.018 -1.449 2.853 -0.33
F -1.0804 0.0942 -1.2449 -2.125 2.380 1.335 -0.31
C -2.8715 0.2717 0.4205 0.687 -0.956 2.498 0.77
F -2.1727 -0.9721 0.6837 -2.210 3.098 -0.853 -0.25
F -2.8429 0.9251 1.7291 0.360 -0.879 -3.354 -0.35
C -4.4346 0.0848 0.1205 -2.379 1.814 3.432 0.51
F -5.1114 1.2973 -0.2711 2.547 -2.710 0.990 -0.26
F -5.0249 -0.2276 1.4095 1.890 0.676 -3.565 -0.24
S -4.9627 -1.2726 -1.0338 -5.226 -3.788 -1.787 1.16
F -4.6066 -2.4451 0.1124 0.052 2.457 -2.116 -0.26
F -3.4965 -1.4045 -1.8361 -1.308 0.438 1.593 -0.30
F -5.4280 -0.1317 -2.2339 1.178 -1.629 1.525 -0.36
F -6.5577 -1.1085 -0.4228 3.488 -0.205 -1.061 -0.26
F -5.5400 -2.5179 -2.0303 1.254 2.328 1.437 -0.31
C 3.5717 0.5697 -0.6264 -0.559 -1.675 -2.240 0.24
C 4.1267 -0.9250 -0.9744 2.040 -2.716 1.260 -0.34
N 4.6389 -2.0241 -1.0385 -2.876 6.003 -0.011 -0.64
B 2.9478 0.9391 -2.1269 -1.540 0.341 -1.962 0.79
C 3.9534 1.1113 -3.4253 0.276 -0.530 -0.148 -0.89
O 1.5457 1.0766 -2.3893 2.817 -0.393 0.367 -0.56
P 4.9527 1.8310 -0.3038 0.343 1.382 1.404 0.07
O 4.5706 3.2976 -1.1625 0.021 -1.812 0.835 -0.46
Br 6.9038 0.9338 -1.1241 -1.177 0.477 -0.142 -0.24
H 3.9462 -2.6259 3.1909 -0.147 0.603 -1.974 0.40
H 3.2964 -2.5630 1.3786 1.091 0.553 1.254 0.30
H 5.1124 -2.6764 1.7726 -1.738 0.718 0.425 0.33
H 4.7381 -0.4100 3.2583 -0.762 -0.206 -1.856 0.37
H 5.1806 -0.3682 1.4730 -1.496 0.023 0.832 0.04
H 3.2195 1.2195 2.6755 -0.697 -1.356 -1.623 0.55
H 2.0345 2.5336 1.5240 -0.764 -1.306 -1.402 0.51
H 1.7226 2.6647 -0.2301 -0.437 -1.770 1.058 0.41
H -0.1991 2.4618 1.9231 0.331 -1.115 -1.774 0.37
H -0.3303 0.7373 1.3688 0.998 1.604 -0.821 0.23
H 4.2641 0.0738 -3.8491 -0.516 1.632 0.795 0.28
H 3.4097 1.6538 -4.2758 0.828 -0.630 1.205 0.31
H 4.9276 1.6590 -3.1770 -1.409 -0.707 -0.501 0.21
H 1.3767 1.1710 -3.3552 0.169 -0.037 1.082 0.22
H 4.4493 3.9725 -0.4508 0.275 -0.807 -0.705 0.35
O -7.7291 -2.8251 2.2620 0.388 0.461 0.442 -0.75
S -8.3049 -3.6704 1.1924 -0.223 -0.166 0.312 1.13
O -7.2216 -4.1313 0.2924 0.632 -0.108 -0.510 -0.70
O -9.2858 -2.8806 0.4149 -0.380 0.422 -0.470 -0.76
O -8.9785 -4.8406 1.7959 -0.285 -0.512 0.226 -0.79
```
Forces are in eV/Å.

LUMO level, eV: 1.61
Charge: -2
Largest force on an atom, eV/A: 6.94
Orbital gap, eV: 1.01
HOMO energy, eV: 0.60

Molecular formula: C14H15BrFIN2O5P2
Method: DFT, wB97M-V/def2-TZVPD

Structure (XYZ):
```
41
Properties=species:S:1:pos:R:3:forces:R:3:mulliken_charge:R:1
C 4.2356 0.1643 0.2757 -0.281 0.241 -0.260 -1.22
C 2.7349 0.5794 0.4805 1.102 -0.829 -0.450 -0.31
C 1.8817 0.2153 -0.7612 0.418 0.036 0.663 -0.20
F 1.7994 1.2703 -1.6534 -0.148 0.002 0.157 -0.41
C 0.4921 -0.3166 -0.4018 0.904 0.406 -0.659 0.54
C 0.1535 -1.6313 -0.6140 -0.909 -0.244 -0.559 0.54
P 1.4077 -2.7601 -1.3941 1.279 -0.352 0.542 -0.12
O 0.6781 -4.2031 -1.6999 -0.121 1.149 -0.747 -0.42
Br 1.6507 -1.8710 -3.4631 -0.473 -0.274 0.290 -0.16
C -1.1394 -2.0427 -0.2072 -0.214 -0.726 0.662 0.40
C -1.5822 -3.4885 -0.3612 -1.146 -1.069 -1.207 -0.46
O -2.4472 -3.7846 -1.1546 1.183 0.442 0.484 -0.48
O -0.9625 -4.4129 0.4145 0.462 1.158 0.234 -0.47
C -2.0554 -1.1618 0.3413 0.377 0.035 0.181 0.31
P -3.7728 -1.7832 0.8034 -1.145 -2.028 0.354 0.07
O -4.7192 -0.8571 -0.0997 1.372 0.809 0.931 -0.36
O -4.0427 -1.3440 2.3810 0.743 0.852 -0.787 -0.49
C -1.6210 0.1385 0.5072 -0.996 0.141 -0.075 0.25
N -0.3923 0.5346 0.1683 0.014 0.238 0.742 0.83
C -0.1213 1.9396 0.4248 0.235 0.720 -0.489 -0.54
C 0.4095 2.3902 1.6215 -0.369 -0.858 -0.295 -0.47
C 0.5800 3.7538 1.7617 0.407 0.201 1.367 -0.34
N 0.2633 4.6754 0.8652 0.053 -0.550 -0.233 -0.59
C -0.2286 4.1906 -0.2680 -0.528 0.772 -0.935 -0.57
C -0.4547 2.8573 -0.5566 0.195 -0.646 0.106 -0.15
H 4.5650 -0.5399 1.0468 0.014 0.319 -0.079 0.30
H 4.4065 -0.3308 -0.6893 -0.118 0.105 0.163 0.32
H 4.8604 1.0635 0.2758 0.056 -0.329 0.153 0.37
H 2.3868 -0.0177 1.3336 -0.269 0.510 -0.070 0.31
H 2.7360 1.6509 0.6800 -0.531 -0.204 0.097 0.24
H 2.4638 -0.5511 -1.2811 -0.485 -0.041 0.087 0.21
H 0.2772 -4.1530 -2.5848 -0.244 -0.363 0.156 0.32
H -0.7481 -5.1860 -0.1247 -0.422 -0.111 0.019 0.41
H -4.1888 0.0087 -0.3122 -1.363 -0.812 -0.424 0.19
H -4.0624 -0.3830 2.5109 -0.161 -0.078 0.188 0.32
H -2.2990 0.8752 0.9290 0.504 0.112 0.040 0.61
H 0.6592 1.6749 2.4005 0.058 0.308 0.018 0.46
H 0.9931 4.1063 2.7098 -0.088 0.067 -0.263 0.37
H -0.5106 4.9161 -1.0335 0.141 -0.047 0.246 0.38
H -0.8911 2.5183 -1.4935 0.136 0.257 0.194 0.43
I -3.3950 1.2953 -1.7775 0.354 0.678 -0.538 -0.40
```
Forces are in eV/Å.

LUMO level, eV: -1.55
Largest force on an atom, eV/A: 2.36
Orbital gap, eV: 6.44
HOMO energy, eV: -7.99

Molecular formula: C14H15ClN2O2S
Method: DFT, wB97M-V/def2-TZVPD

Structure (XYZ):
```
35
Properties=species:S:1:pos:R:3:forces:R:3:mulliken_charge:R:1
C -0.3534 -3.8080 1.2870 -0.039 -0.138 -0.019 -0.66
C -0.7352 -3.1515 2.3664 -0.227 0.155 0.106 -0.35
C -1.9293 -2.2435 2.3930 -0.102 -0.352 -0.046 -0.44
O -1.5628 -0.8609 2.3584 0.109 0.424 -0.292 -0.52
C -1.0237 -0.4685 1.1515 -0.112 -0.106 0.078 0.31
C 0.3641 -0.4269 0.9928 -0.185 0.091 -0.171 0.60
Cl 1.3616 -0.7746 2.3520 0.248 0.071 0.198 -0.23
C 0.9572 -0.1126 -0.2147 -0.044 -0.111 0.089 -0.78
C 0.1561 0.1672 -1.3142 -0.063 -0.050 0.061 0.85
C 0.7935 0.5567 -2.6241 -0.035 -0.074 0.088 -1.53
N 1.1300 1.9702 -2.6470 -0.493 0.090 -0.340 -0.15
C 2.2688 2.3974 -2.0540 0.215 1.101 0.096 0.47
N 3.2787 1.6578 -1.7508 -0.383 -0.857 -0.224 -0.38
C 4.3034 2.3935 -1.2470 0.235 0.678 0.183 -0.61
C 4.0888 3.7243 -1.1524 -0.046 -0.006 -0.020 -0.20
S 2.5009 4.1200 -1.7246 0.136 -0.673 -0.032 -0.20
C -1.2184 0.1858 -1.1633 -0.028 -0.104 0.143 -0.84
C -1.8256 -0.1116 0.0567 0.214 0.102 0.030 0.45
O -3.1834 -0.0376 0.0618 0.184 -0.301 -0.131 -0.50
C -3.8657 0.2675 1.2642 -0.245 0.159 0.248 -0.75
H 0.5234 -4.4322 1.2800 0.200 -0.106 0.041 0.28
H -0.9068 -3.7510 0.3627 -0.165 0.063 -0.156 0.23
H -0.1632 -3.1997 3.2816 0.121 -0.064 0.066 0.37
H -2.4797 -2.3539 3.3311 -0.013 -0.017 -0.155 0.36
H -2.5902 -2.4758 1.5461 0.019 0.057 0.108 0.38
H 2.0311 -0.0881 -0.3047 0.106 -0.021 0.026 0.60
H 1.7259 0.0102 -2.7708 -0.147 -0.022 -0.091 0.41
H 0.1142 0.3624 -3.4568 0.094 -0.068 0.050 0.46
H 0.3481 2.6073 -2.6028 0.085 -0.088 0.012 0.26
H 5.2047 1.8848 -0.9565 0.196 0.003 0.077 0.38
H 4.7392 4.4942 -0.7935 0.200 0.117 0.113 0.44
H -1.8653 0.4311 -1.9918 -0.105 0.039 -0.123 0.42
H -4.8103 0.7165 0.9554 0.056 -0.028 0.050 0.28
H -4.0731 -0.6277 1.8547 0.047 0.065 -0.033 0.24
H -3.3034 0.9768 1.8736 -0.033 -0.031 -0.031 0.34
```
Forces are in eV/Å.

LUMO level, eV: 0.63
Structure (SMILES): C=CCOc1c(Cl)cc(CNc2nccs2)cc1OC
Largest force on an atom, eV/A: 1.13
Orbital gap, eV: 8.65
Energy above the lowest of the compared OMol25 structures with the same formula, charge and spin, kcal/mol: 48.4
HOMO energy, eV: -8.02

Molecular formula: C14H15F6NO3
Method: DFT, wB97M-V/def2-TZVPD

Structure (XYZ):
```
39
Properties=species:S:1:pos:R:3:forces:R:3:mulliken_charge:R:1
O -1.9407 2.2502 0.5775 3.245 -2.967 -3.138 -0.55
C -1.3402 1.4940 -0.2348 -3.614 3.334 2.772 0.21
O 0.1169 1.5338 -0.2589 -1.782 -2.733 0.412 -0.34
C 0.5763 0.2736 0.2376 1.966 0.295 0.107 1.43
F -0.1364 0.0093 1.4478 0.890 -0.235 -2.727 -0.27
F 0.4034 -0.7276 -0.7669 -0.321 1.615 2.435 -0.23
C 2.1375 0.2628 0.6217 2.937 -0.473 1.379 -0.26
C 3.2339 1.0798 -0.0994 0.503 -2.778 3.240 -0.45
C 4.6996 0.8873 0.4100 -1.914 -1.853 1.524 -0.47
C 5.0826 -0.0749 1.5779 -3.494 -0.067 -0.719 -0.60
C 3.9766 -0.8926 2.3021 -1.773 2.202 -3.242 -0.08
C 4.2458 -1.9007 3.5113 -0.316 1.021 0.138 0.76
F 3.0767 -2.5515 3.9865 2.838 1.323 -1.269 -0.25
F 4.6996 -1.0885 4.6120 -0.502 -2.481 -2.330 -0.23
F 5.1918 -2.8814 3.1371 -2.024 2.239 1.448 -0.22
C 2.5175 -0.7013 1.8051 2.296 1.036 -1.024 -0.20
N -2.1525 0.6658 -1.1394 0.364 0.282 -0.255 0.26
C -2.7120 1.5075 -2.2656 0.419 0.668 -1.046 -0.49
C -1.5583 1.9075 -3.3502 -0.847 0.416 1.018 -0.29
O -1.8943 3.2487 -3.8502 0.072 -1.555 -0.448 -0.54
C -3.2614 -0.0423 -0.4352 -1.133 -0.934 0.445 -0.65
C -2.8040 -1.2988 0.4554 -0.477 -0.568 -0.120 -0.25
C -3.6175 -2.6658 0.1072 2.017 0.791 0.903 -0.37
F -2.7975 -3.3528 -0.8882 -1.740 0.852 1.087 -0.32
H 2.9443 1.7711 -0.9609 0.669 -1.099 1.453 0.37
H 5.5674 1.4356 -0.0900 -1.558 -0.807 0.758 0.31
H 6.1572 -0.2403 1.9291 -1.684 0.535 -0.793 0.33
H 1.7200 -1.3416 2.3357 1.309 1.362 -1.115 0.33
H -3.5129 0.9538 -2.8671 1.139 0.331 1.273 0.40
H -3.2258 2.4610 -1.8618 1.017 -1.290 -0.595 0.30
H -1.5371 1.1650 -4.2152 0.150 0.852 1.320 0.32
H -0.5494 1.9548 -2.8092 -1.396 0.011 -1.019 0.10
H -2.4722 3.1115 -4.6309 0.557 0.241 0.744 0.31
H -3.9800 -0.4442 -1.2491 1.386 0.722 1.135 0.41
H -3.9073 0.6409 0.2328 1.107 -0.710 -1.073 0.25
H -1.6927 -1.5831 0.3194 -1.891 0.645 0.229 0.03
H -3.0182 -1.0484 1.5514 0.506 -0.411 -1.458 0.37
H -3.5529 -3.3030 1.0624 -0.455 0.719 -1.656 0.27
H -4.6837 -2.4753 -0.2468 1.534 -0.534 0.208 0.30
```
Forces are in eV/Å.

LUMO level, eV: -0.39
Structure (SMILES): O=C(OC(F)(F)c1cccc(C(F)(F)F)c1)N(CCO)CCCF
Largest force on an atom, eV/A: 5.64
Orbital gap, eV: 9.28
HOMO energy, eV: -9.67

Molecular formula: C14H15N
Method: DFT, wB97M-V/def2-TZVPD

Structure (XYZ):
```
30
Properties=species:S:1:pos:R:3:forces:R:3:mulliken_charge:R:1
C 1.2651 1.1439 -2.0289 -1.935 -0.735 -2.161 -2.09
C 1.0886 0.2452 -0.8649 -0.576 -1.849 2.422 2.59
C 2.2237 0.4991 0.1300 -1.738 -0.297 2.070 -2.06
C 1.2762 -1.2802 -1.3130 1.379 2.687 -0.464 -0.36
N 0.7222 -2.3347 -0.9688 1.899 0.197 -2.575 -0.47
C -0.3620 -2.5835 -0.2431 -0.420 -0.428 2.048 -0.34
C -0.3868 -2.4502 1.0795 -0.671 -0.701 -0.731 -0.38
C 0.4409 -1.6843 1.9821 -0.794 2.380 1.755 -0.42
C 0.1462 -0.3499 2.1071 0.327 -0.619 -0.207 -1.15
C -0.6217 0.4716 1.1283 -0.363 -0.660 -0.759 1.24
C -1.8152 1.0684 1.5197 1.222 -0.441 0.984 -0.75
C -2.6526 1.7246 0.6442 0.063 -0.745 0.774 -0.91
C -2.4375 1.5980 -0.6957 0.101 -0.744 -0.486 -0.87
C -1.3011 0.9567 -1.1335 0.419 0.985 0.798 -0.58
C -0.3308 0.5676 -0.2210 1.850 -1.343 -1.490 -0.11
H 2.1847 1.6084 -2.2664 1.405 -0.067 0.228 0.36
H 0.5492 1.9600 -1.8499 0.507 -0.120 -0.857 0.53
H 0.9766 0.4497 -2.8958 0.150 1.801 0.414 0.43
H 2.2272 1.5235 0.4652 0.127 0.679 -0.268 0.46
H 3.1429 0.2214 -0.2516 2.012 -0.275 -1.151 0.57
H 2.1397 -0.0640 1.0785 -0.080 0.148 -0.797 0.34
H 2.1492 -1.2731 -2.0538 -0.879 -0.589 0.964 0.35
H -1.0610 -3.1822 -0.7843 -0.796 -0.199 -0.008 0.43
H -1.2183 -2.8906 1.5803 -0.611 -0.463 0.335 0.30
H 0.9109 -2.1835 2.8578 -0.197 0.343 -0.789 0.36
H 0.3784 0.2521 2.9802 0.598 -0.448 0.257 0.47
H -1.9142 0.8923 2.5778 -1.097 0.730 0.383 0.47
H -3.5262 2.2023 0.9762 -1.012 0.555 0.578 0.44
H -3.1926 1.8842 -1.3837 -0.429 0.560 -0.575 0.44
H -1.0018 1.0071 -2.1524 -0.459 -0.338 -0.693 0.72
```
Forces are in eV/Å.

LUMO level, eV: 0.75
Structure (SMILES): CC1(C)\C=N/C=C\C=C/c2ccccc21
Largest force on an atom, eV/A: 3.21
Orbital gap, eV: 8.83
Energy above the lowest of the compared OMol25 structures with the same formula, charge and spin, kcal/mol: 71.0
HOMO energy, eV: -8.08

Molecular formula: C14H15NReTe
Method: DFT, wB97M-V/def2-TZVPD

Structure (XYZ):
```
32
Properties=species:S:1:pos:R:3:forces:R:3:lowdin_spin:R:1
C -2.9391 0.9047 -1.5236 -0.669 0.633 -0.988 0.08
C -2.1224 0.5748 -2.6592 -0.791 0.603 -0.392 0.00
C -1.1722 1.6433 -2.8604 -0.885 0.744 -0.864 0.07
C -1.4093 2.6373 -1.8338 -1.093 0.837 -0.668 0.07
C -2.4978 2.1681 -1.0078 -0.436 0.718 -1.037 0.08
Re -0.8334 0.7875 -0.9509 1.709 -3.737 4.059 1.85
C -0.4576 -1.3075 -1.2455 -0.249 0.154 0.320 0.08
C -1.3563 -1.5390 -0.0358 -1.182 -4.695 -1.535 0.02
C -2.0741 -2.7226 0.0723 0.679 1.685 -0.286 0.11
N -1.4159 -0.4346 0.6710 1.079 3.569 0.746 0.19
H -0.4447 1.6869 -3.6556 -0.014 0.105 0.048 0.01
H -2.2260 -0.3211 -3.2643 0.123 0.260 0.226 0.00
H -0.8989 3.5841 -1.7073 -0.017 -0.220 -0.095 0.00
H -2.9434 2.6918 -0.1718 0.212 -0.083 -0.051 0.01
H -3.7830 0.3339 -1.1552 0.349 -0.107 0.067 0.00
H -0.8382 -1.7994 -2.1477 0.262 0.041 0.326 0.00
H -1.9582 -0.2726 1.5153 0.032 -0.587 -0.425 0.01
H 0.5790 -1.5703 -1.0387 -0.013 -0.002 -0.052 0.01
H -1.9419 -3.4483 -0.7282 -0.052 -0.011 0.444 0.01
H -2.8412 -2.8538 0.8283 0.126 -0.128 -0.008 0.01
Te 1.6437 1.4928 -0.9322 0.820 0.150 0.382 0.29
C 2.3335 0.5105 0.8322 0.053 -0.177 0.001 0.05
C 3.3812 -0.4175 0.7261 -0.262 0.236 0.607 0.01
C 3.8760 -1.0264 1.8884 -0.192 0.220 0.099 0.00
C 3.3303 -0.7088 3.1412 -0.081 0.148 -0.356 0.00
C 2.2617 0.1948 3.2272 0.096 0.000 -0.241 0.00
C 1.7504 0.8031 2.0729 0.547 -0.406 -0.016 0.01
H 3.7998 -0.6406 -0.2538 -0.014 -0.021 0.258 0.00
H 4.6998 -1.7388 1.8220 -0.228 0.187 -0.003 0.00
H 3.7461 -1.1540 4.0500 -0.202 0.118 -0.362 0.00
H 1.8352 0.4400 4.2016 0.100 -0.090 -0.274 0.00
H 0.9168 1.5015 2.1231 0.192 -0.145 0.070 0.00
```
Forces are in eV/Å.

LUMO level (alpha / beta), eV: 0.52 / -1.22
Multiplicity: 4
⟨S²⟩: 3.774
Largest force on an atom, eV/A: 5.78
Orbital gap (alpha / beta), eV: 7.39 / 5.89
HOMO energy (alpha / beta), eV: -6.87 / -7.11